1.
Below is C30H39NO8PS4Y as an isolated structure, with properties calculated with the ωB97M-V functional and the def2-TZVPD basis.

## Properties
HOMO-LUMO gap in eV: 7.8
Lowest unoccupied orbital energy in Eh: 0.00546
Molecular weight in g mol⁻¹: 789.8

ORCA input file:
```
! wB97M-V def2-TZVPD RIJCOSX def2/J DEFGRID3
* xyz 0 1
Y -0.48944 0.19357 -1.62632
S -2.63287 -0.95357 -2.86827
C -1.82274 -2.41162 -2.41108
C -2.26055 -3.69874 -2.77168
C -1.55672 -4.79606 -2.33597
C -0.41821 -4.62612 -1.54194
C -0.03944 -3.34050 -1.23552
N -0.71111 -2.26492 -1.65922
H -3.14663 -3.79567 -3.38236
H -1.88717 -5.79163 -2.60602
H 0.15016 -5.47097 -1.17979
H 0.84479 -3.13802 -0.64092
C -3.02789 4.98461 5.72763
C -3.78803 6.28156 5.62849
O -4.06650 6.96478 6.57614
S -4.29300 6.86339 4.01020
C -3.69154 5.61081 2.90166
C -2.44147 5.74852 2.30731
C -1.97038 4.77332 1.44482
C -2.74316 3.64429 1.15486
C -4.00783 3.52693 1.74133
C -4.47868 4.50353 2.60138
C -2.24304 2.62478 0.28276
C -1.82065 1.73613 -0.44012
H -2.16816 4.98211 5.05900
H -3.67174 4.15489 5.43371
H -2.71084 4.85770 6.75993
H -1.83978 6.62087 2.52851
H -0.99731 4.87539 0.98178
H -4.61467 2.66262 1.50666
H -5.46076 4.41158 3.04767
C -0.65091 3.79958 -3.22942
S 0.58054 2.53608 -3.15819
O 0.84637 2.29728 -1.72249
O 1.71214 2.96047 -3.93238
O -0.08801 1.29836 -3.65953
H -0.19544 4.72687 -2.88997
H -1.46933 3.50515 -2.57462
H -0.97855 3.88979 -4.26229
C -0.19823 -4.35131 6.01768
C -0.31236 -3.26308 4.98613
C -1.14454 -2.16660 5.19176
C -1.24678 -1.16174 4.24160
C -0.49081 -1.24596 3.08359
C 0.33641 -2.33218 2.84862
C 0.41855 -3.33350 3.80086
S -0.64586 0.06375 1.88354
C 0.68082 1.11398 2.47884
O -0.09690 -0.54178 0.60581
H -0.99205 -4.27726 6.75908
H 0.75742 -4.28584 6.54133
H -0.25126 -5.33654 5.55431
H -1.73432 -2.10610 6.09804
H -1.91939 -0.32561 4.39602
H 0.88801 -2.39119 1.91901
H 1.05641 -4.19065 3.62012
H 1.60775 0.54259 2.47964
H 0.43136 1.46023 3.48075
H 0.73399 1.95625 1.78871
C 3.72839 -4.69895 -3.21266
C 2.74917 -3.71191 -3.80318
O 2.64603 -2.59494 -2.91096
P 1.74464 -1.33171 -3.41234
O 1.88131 -0.45849 -2.01479
C 3.13637 0.04383 -1.48488
C 3.60212 -0.83229 -0.34297
O 2.83354 -0.66050 -4.39051
C 2.40500 0.17986 -5.48914
C 3.10644 -0.28202 -6.74449
H 3.81949 -5.56855 -3.86436
H 3.38713 -5.03379 -2.23262
H 4.71079 -4.24064 -3.10163
H 1.76019 -4.16625 -3.92049
H 3.09301 -3.37013 -4.78355
H 2.92838 1.06193 -1.16187
H 3.86084 0.07938 -2.29697
H 2.83336 -0.88430 0.43064
H 4.50821 -0.40976 0.09458
H 3.81459 -1.84125 -0.69278
H 2.65726 1.20669 -5.23301
H 1.31867 0.12040 -5.58716
H 4.18777 -0.23684 -6.61399
H 2.83081 0.36264 -7.57980
H 2.82683 -1.30699 -6.99224
*
```

=====

2.
Below is C24H19AsFeO5 as an isolated structure in a non-equilibrium geometry, with properties calculated with the ωB97M-V functional and the def2-TZVPD basis.

## Properties
HOMO-LUMO gap (alpha / beta) in eV: 7.4 / 3.6
Lowest unoccupied orbital energy (alpha / beta) in Eh: -0.25658 / -0.39551
Molecular weight in g mol⁻¹: 518.2
Expectation value of S²: 6.05

ORCA input file:
```
! wB97M-V def2-TZVPD RIJCOSX def2/J DEFGRID3
* xyz 2 5
Fe -0.04907 2.29079 -1.96278
C -0.08132 2.96817 -0.34880
O -0.12225 3.41424 0.72177
C -0.08803 3.82109 -2.77683
O -0.05560 4.91520 -3.15850
C -1.84654 2.14881 -1.93011
O -2.95208 1.83524 -1.80687
C 1.75161 2.34930 -2.07755
O 2.89535 2.22341 -2.17242
C -0.03768 0.37696 -6.55092
H 0.89719 -0.18373 -6.43915
H -0.96973 -0.18430 -6.42032
C -0.04058 1.68464 -6.85901
H -0.97535 2.24050 -6.99238
H 0.89202 2.23948 -7.01075
O 0.15947 -0.27703 -1.08418
As -0.04942 -0.60820 0.55657
C 1.41883 0.26705 1.50372
C 1.30617 0.62394 2.85002
C 2.39617 1.22992 3.49079
C 3.59218 1.43897 2.79349
C 3.70785 1.04503 1.45582
C 2.61103 0.46104 0.80863
C -1.86707 -0.12324 1.03865
C -2.91466 -0.74523 0.35411
C -4.23338 -0.51153 0.76296
C -4.49230 0.38517 1.80572
C -3.43686 1.05901 2.43187
C -2.11469 0.81593 2.03892
C 0.28981 -2.49113 0.94325
C -0.56482 -3.27612 1.72733
C -0.13964 -4.55484 2.12057
C 1.12667 -5.02640 1.75414
C 1.94817 -4.25001 0.92979
C 1.51362 -2.99141 0.49178
H 0.38736 0.42600 3.39948
H 2.30507 1.52418 4.53945
H 4.44266 1.90165 3.29996
H 4.64930 1.17986 0.91867
H 2.68678 0.15447 -0.23358
H -2.69727 -1.40806 -0.48401
H -5.05327 -1.03793 0.27002
H -5.52020 0.55924 2.13316
H -3.63231 1.76513 3.24000
H -1.28856 1.34486 2.51142
H -1.52615 -2.87952 2.05617
H -0.79158 -5.16629 2.74701
H 1.48295 -5.98999 2.12705
H 2.94226 -4.60177 0.65031
H 2.13791 -2.38252 -0.16445
*
```

=====

What did the second record say?
Below is C24H19AsFeO5 as an isolated structure in a non-equilibrium geometry, with properties calculated with the ωB97M-V functional and the def2-TZVPD basis.

## Properties
HOMO-LUMO gap (alpha / beta) in eV: 7.4 / 3.6
Lowest unoccupied orbital energy (alpha / beta) in Eh: -0.25658 / -0.39551
Molecular weight in g mol⁻¹: 518.2
Expectation value of S²: 6.05

ORCA input file:
```
! wB97M-V def2-TZVPD RIJCOSX def2/J DEFGRID3
* xyz 2 5
Fe -0.04907 2.29079 -1.96278
C -0.08132 2.96817 -0.34880
O -0.12225 3.41424 0.72177
C -0.08803 3.82109 -2.77683
O -0.05560 4.91520 -3.15850
C -1.84654 2.14881 -1.93011
O -2.95208 1.83524 -1.80687
C 1.75161 2.34930 -2.07755
O 2.89535 2.22341 -2.17242
C -0.03768 0.37696 -6.55092
H 0.89719 -0.18373 -6.43915
H -0.96973 -0.18430 -6.42032
C -0.04058 1.68464 -6.85901
H -0.97535 2.24050 -6.99238
H 0.89202 2.23948 -7.01075
O 0.15947 -0.27703 -1.08418
As -0.04942 -0.60820 0.55657
C 1.41883 0.26705 1.50372
C 1.30617 0.62394 2.85002
C 2.39617 1.22992 3.49079
C 3.59218 1.43897 2.79349
C 3.70785 1.04503 1.45582
C 2.61103 0.46104 0.80863
C -1.86707 -0.12324 1.03865
C -2.91466 -0.74523 0.35411
C -4.23338 -0.51153 0.76296
C -4.49230 0.38517 1.80572
C -3.43686 1.05901 2.43187
C -2.11469 0.81593 2.03892
C 0.28981 -2.49113 0.94325
C -0.56482 -3.27612 1.72733
C -0.13964 -4.55484 2.12057
C 1.12667 -5.02640 1.75414
C 1.94817 -4.25001 0.92979
C 1.51362 -2.99141 0.49178
H 0.38736 0.42600 3.39948
H 2.30507 1.52418 4.53945
H 4.44266 1.90165 3.29996
H 4.64930 1.17986 0.91867
H 2.68678 0.15447 -0.23358
H -2.69727 -1.40806 -0.48401
H -5.05327 -1.03793 0.27002
H -5.52020 0.55924 2.13316
H -3.63231 1.76513 3.24000
H -1.28856 1.34486 2.51142
H -1.52615 -2.87952 2.05617
H -0.79158 -5.16629 2.74701
H 1.48295 -5.98999 2.12705
H 2.94226 -4.60177 0.65031
H 2.13791 -2.38252 -0.16445
*
```

=====

The lowest molecular weight belongs to which entry? C24H19AsFeO5

=====

Which value of molecular weight does entry 2 give? 518.2 g mol⁻¹

=====

Repeat the second record exactly.
Below is C24H19AsFeO5 as an isolated structure in a non-equilibrium geometry, with properties calculated with the ωB97M-V functional and the def2-TZVPD basis.

## Properties
HOMO-LUMO gap (alpha / beta) in eV: 7.4 / 3.6
Lowest unoccupied orbital energy (alpha / beta) in Eh: -0.25658 / -0.39551
Molecular weight in g mol⁻¹: 518.2
Expectation value of S²: 6.05

ORCA input file:
```
! wB97M-V def2-TZVPD RIJCOSX def2/J DEFGRID3
* xyz 2 5
Fe -0.04907 2.29079 -1.96278
C -0.08132 2.96817 -0.34880
O -0.12225 3.41424 0.72177
C -0.08803 3.82109 -2.77683
O -0.05560 4.91520 -3.15850
C -1.84654 2.14881 -1.93011
O -2.95208 1.83524 -1.80687
C 1.75161 2.34930 -2.07755
O 2.89535 2.22341 -2.17242
C -0.03768 0.37696 -6.55092
H 0.89719 -0.18373 -6.43915
H -0.96973 -0.18430 -6.42032
C -0.04058 1.68464 -6.85901
H -0.97535 2.24050 -6.99238
H 0.89202 2.23948 -7.01075
O 0.15947 -0.27703 -1.08418
As -0.04942 -0.60820 0.55657
C 1.41883 0.26705 1.50372
C 1.30617 0.62394 2.85002
C 2.39617 1.22992 3.49079
C 3.59218 1.43897 2.79349
C 3.70785 1.04503 1.45582
C 2.61103 0.46104 0.80863
C -1.86707 -0.12324 1.03865
C -2.91466 -0.74523 0.35411
C -4.23338 -0.51153 0.76296
C -4.49230 0.38517 1.80572
C -3.43686 1.05901 2.43187
C -2.11469 0.81593 2.03892
C 0.28981 -2.49113 0.94325
C -0.56482 -3.27612 1.72733
C -0.13964 -4.55484 2.12057
C 1.12667 -5.02640 1.75414
C 1.94817 -4.25001 0.92979
C 1.51362 -2.99141 0.49178
H 0.38736 0.42600 3.39948
H 2.30507 1.52418 4.53945
H 4.44266 1.90165 3.29996
H 4.64930 1.17986 0.91867
H 2.68678 0.15447 -0.23358
H -2.69727 -1.40806 -0.48401
H -5.05327 -1.03793 0.27002
H -5.52020 0.55924 2.13316
H -3.63231 1.76513 3.24000
H -1.28856 1.34486 2.51142
H -1.52615 -2.87952 2.05617
H -0.79158 -5.16629 2.74701
H 1.48295 -5.98999 2.12705
H 2.94226 -4.60177 0.65031
H 2.13791 -2.38252 -0.16445
*
```